A 12-piece molecular cluster, C80H186BClF4N10O3 overall. Source: the Open Molecules 2025 dataset; level of theory: ωB97M-V with the def2-TZVPD basis set.

LUMO	-0.522	hartree
orbital gap	5.1	eV
HOMO	-19.306	eV
total charge	+8

Each atom is followed by the atoms it is bonded to, with distances in Å.
CARTESIAN COORDINATES (ANGSTROEM)
1 C -7.096 -4.200 2.182  C2 1.526, H11 1.090, H12 1.090, H13 1.090
2 C -5.803 -4.190 1.374  C1 1.526, N3 1.599, H14 1.090, H15 1.090
3 N -5.666 -2.822 0.557  C2 1.599, C4 1.509, C5 1.539, C7 1.542
4 C -5.247 -1.715 1.492  N3 1.509, H16 1.090, H17 1.090, H18 1.090
5 C -4.595 -3.060 -0.522  N3 1.539, C6 1.486, H19 1.090, H20 1.090
6 C -3.234 -3.374 -0.017  C5 1.486, H21 1.090, H22 1.090, H23 1.090
7 C -6.944 -2.313 -0.141  N3 1.542, C8 1.570, H24 1.090, H25 1.090
8 C -7.640 -3.441 -0.983  C7 1.570, O9 1.459, H26 1.090, H27 1.090
9 O -7.003 -3.459 -2.295  C8 1.459, C10 1.475
10 C -7.494 -2.429 -3.229  O9 1.475, H28 1.090, H29 1.090, H30 1.090
11 H -7.236 -5.154 2.692  C1 1.090
12 H -8.079 -4.151 1.714  C1 1.090
13 H -6.888 -3.529 3.016  C1 1.090
14 H -5.813 -4.976 0.619  C2 1.090
15 H -4.895 -4.295 1.967  C2 1.090
16 H -4.514 -2.178 2.153  C4 1.090
17 H -6.050 -1.272 2.081  C4 1.090
18 H -4.688 -0.919 1.001  C4 1.090
19 H -4.591 -2.208 -1.201  C5 1.090
20 H -5.009 -3.896 -1.086  C5 1.090
21 H -2.471 -3.512 -0.783  C6 1.090
22 H -3.102 -4.264 0.598  C6 1.090
23 H -2.803 -2.549 0.551  C6 1.090
24 H -6.725 -1.384 -0.668  C7 1.090
25 H -7.569 -1.988 0.690  C7 1.090
26 H -8.686 -3.152 -1.088  C8 1.090
27 H -7.556 -4.419 -0.510  C8 1.090
28 H -7.153 -1.440 -2.923  C10 1.090
29 H -8.583 -2.482 -3.253  C10 1.090
30 H -7.234 -2.635 -4.268  C10 1.090
31 C -0.343 -7.976 5.770  C32 1.587, H41 1.090, H42 1.090, H43 1.090
32 C -1.061 -6.755 6.486  C31 1.587, N33 1.571, H44 1.090, H45 1.090
33 N -0.087 -5.738 7.184  C32 1.571, C34 1.576, C35 1.513, C37 1.621
34 C 0.690 -6.475 8.341  N33 1.576, H46 1.090, H47 1.090, H48 1.090
35 C 0.999 -5.265 6.243  N33 1.513, C36 1.509, H49 1.090, H50 1.090
36 C 0.466 -4.545 5.029  C35 1.509, H51 1.090, H52 1.090, H53 1.090
37 C -0.821 -4.409 7.751  N33 1.621, C38 1.537, H54 1.090, H55 1.090
38 C -2.152 -4.720 8.453  C37 1.537, O39 1.392, H56 1.090, H57 1.090
39 O -1.978 -5.470 9.613  C38 1.392, C40 1.422
40 C -3.212 -5.801 10.236  O39 1.422, H58 1.090, H59 1.090, H60 1.090
41 H -1.013 -8.836 5.779  C31 1.090
42 H 0.575 -8.274 6.277  C31 1.090
43 H 0.038 -7.733 4.778  C31 1.090
44 H -1.825 -7.078 7.194  C32 1.090
45 H -1.534 -6.047 5.806  C32 1.090
46 H -0.016 -6.998 8.986  C34 1.090
47 H 1.152 -5.572 8.740  C34 1.090
48 H 1.433 -7.181 7.970  C34 1.090
49 H 1.602 -6.143 6.009  C35 1.090
50 H 1.673 -4.616 6.802  C35 1.090
51 H 0.033 -3.551 5.139  C36 1.090
52 H -0.139 -5.168 4.370  C36 1.090
53 H 1.259 -4.299 4.322  C36 1.090
54 H -1.044 -3.730 6.928  C37 1.090
55 H -0.037 -3.977 8.373  C37 1.090
56 H -2.894 -5.144 7.776  C38 1.090
57 H -2.520 -3.761 8.818  C38 1.090
58 H -3.741 -6.318 9.435  C40 1.090
59 H -3.852 -4.989 10.581  C40 1.090
60 H -3.063 -6.578 10.986  C40 1.090
61 C -3.536 -6.859 -2.058  C62 1.519, H71 1.090, H72 1.090, H73 1.090
62 C -2.557 -7.929 -1.604  C61 1.519, N63 1.578, H74 1.090, H75 1.090
63 N -1.065 -7.798 -2.101  C62 1.578, C64 1.553, C65 1.567, C67 1.571
64 C -0.177 -8.795 -1.308  N63 1.553, H76 1.090, H77 1.090, H78 1.090
65 C -0.964 -8.124 -3.630  N63 1.567, C66 1.557, H79 1.090, H80 1.090
66 C -1.134 -9.620 -4.028  C65 1.557, H81 1.090, H82 1.090, H83 1.090
67 C -0.456 -6.353 -2.009  N63 1.571, C68 1.581, H84 1.090, H85 1.090
68 C -0.115 -5.774 -0.578  C67 1.581, O69 1.421, H86 1.090, H87 1.090
69 O -1.209 -6.144 0.249  C68 1.421, C70 1.428
70 C -1.006 -6.133 1.662  O69 1.428, H88 1.090, H89 1.090, H90 1.090
71 H -3.555 -6.727 -3.139  C61 1.090
72 H -3.209 -5.878 -1.713  C61 1.090
73 H -4.504 -7.155 -1.653  C61 1.090
74 H -2.858 -8.930 -1.915  C62 1.090
75 H -2.435 -7.868 -0.523  C62 1.090
76 H 0.902 -8.709 -1.438  C64 1.090
77 H -0.437 -9.853 -1.308  C64 1.090
78 H -0.349 -8.552 -0.259  C64 1.090
79 H 0.014 -7.842 -4.020  C65 1.090
80 H -1.681 -7.449 -4.097  C65 1.090
81 H -0.869 -9.837 -5.063  C66 1.090
82 H -2.191 -9.819 -3.852  C66 1.090
83 H -0.561 -10.401 -3.528  C66 1.090
84 H -1.190 -5.754 -2.548  C67 1.090
85 H 0.502 -6.530 -2.499  C67 1.090
86 H -0.074 -4.690 -0.675  C68 1.090
87 H 0.892 -6.162 -0.419  C68 1.090
88 H -1.837 -6.550 2.231  C70 1.090
89 H -0.985 -5.063 1.868  C70 1.090
90 H -0.067 -6.595 1.969  C70 1.090
91 C 8.684 -1.590 0.534  C92 1.523, H100 1.090, H101 1.090, H102 1.090
92 C 7.725 -0.432 0.292  C91 1.523, C93 1.587, H103 1.090, H104 1.090
93 C 6.269 -0.714 0.857  C92 1.587, N94 1.561, H105 1.090, H106 1.090
94 N 5.257 0.462 0.684  C93 1.561, C95 1.554, C96 1.501, C99 1.592
95 C 3.918 0.081 1.377  N94 1.554, H107 1.090, H108 1.090, H109 1.090
96 C 5.141 0.881 -0.752  N94 1.501, C97 1.558, H110 1.090, H111 1.090
97 C 5.846 2.267 -0.833  C96 1.558, C98 1.527, H112 1.090, H113 1.090
98 C 5.806 2.955 0.530  C97 1.527, C99 1.555, H114 1.090, H115 1.090
99 C 5.823 1.721 1.477  N94 1.592, C98 1.555, H116 1.090, H117 1.090
100 H 9.249 -1.478 1.460  C91 1.090
101 H 9.502 -1.513 -0.181  C91 1.090
102 H 8.307 -2.607 0.422  C91 1.090
103 H 7.522 -0.440 -0.779  C92 1.090
104 H 8.199 0.454 0.713  C92 1.090
105 H 6.296 -0.772 1.945  C93 1.090
106 H 5.825 -1.621 0.447  C93 1.090
107 H 4.184 -0.263 2.376  C95 1.090
108 H 3.567 -0.756 0.774  C95 1.090
109 H 3.213 0.910 1.446  C95 1.090
110 H 4.058 0.992 -0.816  C96 1.090
111 H 5.543 0.195 -1.498  C96 1.090
112 H 5.371 2.894 -1.587  C97 1.090
113 H 6.870 2.198 -1.199  C97 1.090
114 H 4.871 3.513 0.485  C98 1.090
115 H 6.639 3.639 0.694  C98 1.090
116 H 5.264 1.949 2.385  C99 1.090
117 H 6.865 1.589 1.768  C99 1.090
118 C -0.151 -1.914 2.128  C119 1.529, H127 1.090, H128 1.090, H129 1.090
119 C 0.163 -1.731 0.643  C118 1.529, C120 1.593, H130 1.090, H131 1.090
120 C -0.127 -0.324 -0.046  C119 1.593, N121 1.554, H132 1.090, H133 1.090
121 N 0.154 -0.237 -1.572  C120 1.554, C122 1.549, C123 1.521, C126 1.493
122 C 1.598 -0.661 -1.939  N121 1.549, H134 1.090, H135 1.090, H136 1.090
123 C -0.177 1.168 -2.052  N121 1.521, C124 1.523, H137 1.090, H138 1.090
124 C -0.559 1.043 -3.521  C123 1.523, C125 1.519, H139 1.090, H140 1.090
125 C -1.080 -0.376 -3.666  C124 1.519, C126 1.535, H141 1.090, H142 1.090
126 C -0.825 -1.076 -2.325  N121 1.493, C125 1.535, H143 1.090, H144 1.090
127 H -1.165 -1.687 2.457  C118 1.090
128 H 0.471 -1.236 2.712  C118 1.090
129 H 0.200 -2.915 2.379  C118 1.090
130 H -0.294 -2.567 0.114  C119 1.090
131 H 1.208 -1.977 0.453  C119 1.090
132 H 0.457 0.413 0.504  C120 1.090
133 H -1.198 -0.127 0.012  C120 1.090
134 H 1.588 -0.865 -3.010  C122 1.090
135 H 1.954 -1.499 -1.342  C122 1.090
136 H 2.177 0.217 -1.653  C122 1.090
137 H 0.699 1.798 -1.902  C123 1.090
138 H -1.007 1.536 -1.450  C123 1.090
139 H 0.335 1.094 -4.142  C124 1.090
140 H -1.354 1.676 -3.917  C124 1.090
141 H -0.693 -0.949 -4.509  C125 1.090
142 H -2.152 -0.251 -3.816  C125 1.090
143 H -0.274 -1.962 -2.643  C126 1.090
144 H -1.728 -1.248 -1.740  C126 1.090
145 C 0.783 4.899 -2.249  C146 1.486, H154 1.090, H155 1.090, H156 1.090
146 C 1.988 5.647 -2.694  C145 1.486, C147 1.519, H157 1.090, H158 1.090
147 C 3.181 5.338 -1.805  C146 1.519, N148 1.587, H159 1.090, H160 1.090
148 N 4.492 6.107 -2.260  C147 1.587, C149 1.543, C150 1.553, C153 1.522
149 C 5.058 5.561 -3.587  N148 1.543, H161 1.090, H162 1.090, H163 1.090
150 C 4.239 7.624 -2.476  N148 1.553, C151 1.506, H164 1.090, H165 1.090
151 C 5.496 8.307 -2.002  C150 1.506, C152 1.522, H166 1.090, H167 1.090
152 C 5.934 7.419 -0.846  C151 1.522, C153 1.486, H168 1.090, H169 1.090
153 C 5.464 6.030 -1.091  N148 1.522, C152 1.486, H170 1.090, H171 1.090
154 H -0.053 5.080 -2.924  C145 1.090
155 H 0.532 5.319 -1.275  C145 1.090
156 H 1.043 3.858 -2.057  C145 1.090
157 H 1.667 6.689 -2.710  C146 1.090
158 H 2.067 5.371 -3.745  C146 1.090
159 H 3.316 4.267 -1.651  C147 1.090
160 H 2.994 5.655 -0.779  C147 1.090
161 H 4.233 5.605 -4.298  C149 1.090
162 H 5.253 4.519 -3.334  C149 1.090
163 H 5.884 6.240 -3.797  C149 1.090
164 H 3.943 7.765 -3.516  C150 1.090
165 H 3.406 7.844 -1.809  C150 1.090
166 H 6.199 8.492 -2.815  C151 1.090
167 H 5.273 9.266 -1.535  C151 1.090
168 H 7.021 7.405 -0.931  C152 1.090
169 H 5.715 7.744 0.170  C152 1.090
170 H 6.188 5.300 -1.452  C153 1.090
171 H 5.033 5.590 -0.191  C153 1.090
172 C -7.860 7.807 -5.397  C173 1.488, H181 1.090, H182 1.090, H183 1.090
173 C -6.434 7.433 -5.197  C172 1.488, C174 1.581, H184 1.090, H185 1.090
174 C -5.979 6.214 -6.095  C173 1.581, N175 1.492, H186 1.090, H187 1.090
175 N -4.680 5.713 -5.559  C174 1.492, C176 1.574, C177 1.555, C180 1.555
176 C -3.508 6.727 -5.835  N175 1.574, H188 1.090, H189 1.090, H190 1.090
177 C -4.235 4.356 -6.176  N175 1.555, C178 1.561, H191 1.090, H192 1.090
178 C -3.224 3.687 -5.192  C177 1.561, C179 1.549, H193 1.090, H194 1.090
179 C -3.518 4.280 -3.791  C178 1.549, C180 1.540, H195 1.090, H196 1.090
180 C -4.702 5.220 -4.084  N175 1.555, C179 1.540, H197 1.090, H198 1.090
181 H -8.554 7.041 -5.049  C172 1.090
182 H -8.115 7.919 -6.451  C172 1.090
183 H -8.067 8.768 -4.926  C172 1.090
184 H -6.356 7.172 -4.142  C173 1.090
185 H -5.921 8.341 -5.513  C173 1.090
186 H -5.815 6.451 -7.146  C174 1.090
187 H -6.696 5.396 -6.019  C174 1.090
188 H -3.656 7.707 -5.382  C176 1.090
189 H -3.467 6.804 -6.922  C176 1.090
190 H -2.662 6.265 -5.328  C176 1.090
191 H -3.759 4.589 -7.128  C177 1.090
192 H -5.161 3.795 -6.303  C177 1.090
193 H -2.253 4.099 -5.467  C178 1.090
194 H -3.285 2.601 -5.253  C178 1.090
195 H -2.689 4.788 -3.299  C179 1.090
196 H -3.881 3.511 -3.109  C179 1.090
197 H -4.488 6.112 -3.496  C180 1.090
198 H -5.738 4.917 -3.936  C180 1.090
199 C 2.608 -0.064 4.930  C200 1.549, H208 1.090, H209 1.090, H210 1.090
200 C 2.923 1.250 5.687  C199 1.549, C201 1.504, H211 1.090, H212 1.090
201 C 2.634 1.167 7.161  C200 1.504, N202 1.509, H213 1.090, H214 1.090
202 N 3.718 1.763 8.025  C201 1.509, C203 1.533, C204 1.585, C207 1.534
203 C 4.889 0.774 8.021  N202 1.533, H215 1.090, H216 1.090, H217 1.090
204 C 3.322 2.000 9.542  N202 1.585, C205 1.489, H218 1.090, H219 1.090
205 C 4.398 2.901 10.039  C204 1.489, C206 1.517, H220 1.090, H221 1.090
206 C 4.699 3.909 8.947  C205 1.517, C207 1.551, H222 1.090, H223 1.090
207 C 4.207 3.174 7.673  N202 1.534, C206 1.551, H224 1.090, H225 1.090
208 H 1.541 -0.217 5.095  C199 1.090
209 H 3.311 -0.824 5.270  C199 1.090
210 H 2.647 -0.085 3.841  C199 1.090
211 H 2.418 2.122 5.272  C200 1.090
212 H 3.945 1.611 5.565  C200 1.090
213 H 2.508 0.163 7.568  C201 1.090
214 H 1.716 1.669 7.466  C201 1.090
215 H 4.650 -0.120 8.597  C203 1.090
216 H 5.830 1.139 8.432  C203 1.090
217 H 5.094 0.370 7.030  C203 1.090
218 H 3.292 1.023 10.025  C204 1.090
219 H 2.326 2.435 9.461  C204 1.090
220 H 5.272 2.356 10.397  C205 1.090
221 H 4.047 3.325 10.980  C205 1.090
222 H 5.757 4.165 8.900  C206 1.090
223 H 4.146 4.848 8.974  C206 1.090
224 H 5.003 3.139 6.930  C207 1.090
225 H 3.459 3.636 7.028  C207 1.090
226 C 2.536 3.955 -7.088  C227 1.554, H235 1.090, H236 1.090, H237 1.090
227 C 1.618 2.716 -7.282  C226 1.554, C228 1.539, H238 1.090, H239 1.090
228 C 2.434 1.578 -7.921  C227 1.539, N229 1.586, H240 1.090, H241 1.090
229 N 1.586 0.261 -8.165  C228 1.586, C230 1.537, C231 1.582, C234 1.573
230 C 0.706 0.448 -9.411  N229 1.537, H242 1.090, H243 1.090, H244 1.090
231 C 2.552 -0.983 -8.308  N229 1.582, C232 1.558, H245 1.090, H246 1.090
232 C 2.852 -1.394 -6.835  C231 1.558, C233 1.549, H247 1.090, H248 1.090
233 C 1.630 -0.941 -5.998  C232 1.549, C234 1.582, H249 1.090, H250 1.090
234 C 0.656 -0.152 -6.964  N229 1.573, C233 1.582, H251 1.090, H252 1.090
235 H 2.009 4.725 -6.524  C226 1.090
236 H 2.878 4.348 -8.045  C226 1.090
237 H 3.324 3.640 -6.404  C226 1.090
238 H 0.831 3.059 -7.953  C227 1.090
239 H 1.190 2.477 -6.309  C227 1.090
240 H 3.224 1.335 -7.211  C228 1.090
241 H 2.948 1.937 -8.813  C228 1.090
242 H 0.011 -0.376 -9.570  C230 1.090
243 H 1.355 0.760 -10.230  C230 1.090
244 H 0.100 1.246 -8.981  C230 1.090
245 H 1.957 -1.799 -8.717  C231 1.090
246 H 3.443 -0.917 -8.932  C231 1.090
247 H 3.016 -2.471 -6.872  C232 1.090
248 H 3.730 -0.840 -6.503  C232 1.090
249 H 1.042 -1.797 -5.667  C233 1.090
250 H 1.920 -0.289 -5.175  C233 1.090
251 H -0.155 -0.795 -7.305  C234 1.090
252 H 0.176 0.717 -6.514  C234 1.090
253 C -2.480 1.161 3.549  C254 1.514, H262 1.090, H263 1.090, H264 1.090
254 C -2.126 2.174 2.481  C253 1.514, C255 1.577, H265 1.090, H266 1.090
255 C -3.165 3.330 2.217  C254 1.577, N256 1.607, H267 1.090, H268 1.090
256 N -2.512 4.626 1.524  C255 1.607, C257 1.540, C258 1.525, C261 1.567
257 C -1.916 4.208 0.167  N256 1.540, H269 1.090, H270 1.090, H271 1.090
258 C -1.551 5.325 2.480  N256 1.525, C259 1.599, H272 1.090, H273 1.090
259 C -2.241 6.720 2.848  C258 1.599, C260 1.548, H274 1.090, H275 1.090
260 C -3.059 7.018 1.568  C259 1.548, C261 1.518, H276 1.090, H277 1.090
261 C -3.658 5.659 1.253  N256 1.567, C260 1.518, H278 1.090, H279 1.090
262 H -2.451 1.675 4.509  C253 1.090
263 H -1.824 0.290 3.542  C253 1.090
264 H -3.516 0.856 3.396  C253 1.090
265 H -1.807 1.688 1.559  C254 1.090
266 H -1.283 2.703 2.926  C254 1.090
267 H -3.654 3.567 3.162  C255 1.090
268 H -3.986 2.967 1.598  C255 1.090
269 H -1.046 3.559 0.259  C257 1.090
270 H -1.715 5.158 -0.330  C257 1.090
271 H -2.667 3.672 -0.413  C257 1.090
272 H -0.730 5.513 1.788  C258 1.090
273 H -1.277 4.684 3.317  C258 1.090
274 H -1.527 7.510 3.081  C259 1.090
275 H -2.887 6.609 3.719  C259 1.090
276 H -2.336 7.342 0.820  C260 1.090
277 H -3.912 7.695 1.518  C260 1.090
278 H -4.140 5.337 0.330  C261 1.090
279 H -4.502 5.569 1.938  C261 1.090
280 Cl -0.712 -3.946 -4.775  no bonds
281 B 4.307 -3.707 -0.902  F282 1.387, F283 1.349, F284 1.387, F285 1.366
282 F 4.540 -4.574 -1.958  B281 1.387
283 F 3.112 -4.032 -0.366  B281 1.349
284 F 5.241 -4.098 0.046  B281 1.387
285 F 4.365 -2.389 -1.257  B281 1.366